[1]
# C24H39F5N2O4SbSi3SnTe

C24H39F5N2O4SbSi3SnTe as an isolated structure (wB97M-V/def2-TZVPD, the Open Molecules 2025 dataset).

```
80
Properties=species:S:1:pos:R:3:lowdin_charge:R:1
Sn 0.184 -1.251 -2.748 1.517
C 3.178 0.683 -5.398 -0.052
O 4.189 0.931 -4.421 -0.066
C 4.331 0.152 -3.321 -0.214
C 5.599 0.131 -2.770 0.028
C 5.904 -0.601 -1.620 -0.061
C 4.919 -1.338 -1.017 -0.035
C 3.613 -1.328 -1.544 -0.167
C 2.642 -2.107 -0.844 -0.052
N 1.367 -2.258 -1.068 -0.088
N 0.844 -3.158 -0.130 0.097
C -0.402 -3.406 -0.128 -0.387
O -1.264 -2.822 -1.012 -0.335
C -0.950 -4.427 0.790 -0.160
C -0.130 -5.000 1.760 -0.023
C -0.661 -5.886 2.679 -0.068
C -2.013 -6.211 2.637 -0.068
C -2.824 -5.666 1.653 -0.056
C -2.294 -4.779 0.728 -0.022
C 3.297 -0.573 -2.688 -0.276
O 2.058 -0.528 -3.143 -0.355
H 3.449 1.305 -6.246 0.098
H 3.177 -0.365 -5.703 0.102
H 2.189 0.958 -5.041 0.072
H 6.364 0.708 -3.275 0.131
H 6.909 -0.586 -1.223 0.112
H 5.127 -1.929 -0.134 0.117
H 3.012 -2.661 0.015 0.138
H 0.920 -4.742 1.785 0.109
H -0.022 -6.322 3.436 0.107
H -2.429 -6.895 3.364 0.108
H -3.873 -5.926 1.604 0.112
H -2.930 -4.379 -0.049 0.101
C -0.383 2.158 3.890 -0.222
Si -0.625 0.503 3.079 0.408
C 0.936 -0.426 2.773 -0.194
C -2.012 -0.436 3.817 -0.188
Sb -1.165 1.493 0.715 1.330
Si -3.204 3.014 0.094 0.407
C -2.764 4.401 1.257 -0.218
C -2.825 3.458 -1.654 -0.199
C -4.848 2.306 0.469 -0.190
Si 0.882 2.497 -0.526 0.402
C 0.573 2.445 -2.357 -0.197
C 1.026 4.231 0.142 -0.217
C 2.374 1.508 -0.052 -0.191
H -0.035 2.030 4.920 0.049
H -1.323 2.714 3.930 0.031
H 0.357 2.769 3.366 0.025
H 1.200 -1.023 3.650 0.052
H 1.760 0.255 2.558 0.024
H 0.809 -1.111 1.931 0.018
H -1.734 -0.710 4.840 0.053
H -2.231 -1.339 3.254 0.028
H -2.918 0.171 3.856 0.047
H -1.732 4.739 1.133 0.013
H -2.906 4.109 2.300 0.032
H -3.416 5.258 1.067 0.051
H -1.836 3.917 -1.722 0.018
H -3.560 4.176 -2.028 0.052
H -2.855 2.576 -2.295 0.037
H -5.001 2.246 1.548 0.047
H -4.961 1.314 0.042 0.019
H -5.611 2.966 0.045 0.054
H 0.431 3.447 -2.764 0.049
H -0.308 1.856 -2.619 0.011
H 1.438 1.988 -2.844 0.022
H 0.199 4.868 -0.179 0.024
H 1.954 4.698 -0.199 0.048
H 1.044 4.226 1.235 0.027
H 2.197 0.436 -0.148 0.014
H 2.678 1.716 0.975 0.039
H 3.207 1.765 -0.714 0.055
F -3.423 0.236 -1.329 -0.415
Te -2.434 -1.246 -0.588 1.732
F -3.932 -2.314 -0.519 -0.304
F -3.391 -0.355 0.854 -0.439
F -2.563 -1.568 -2.453 -0.449
F -1.572 -1.649 1.094 -0.400
O -0.979 -0.034 -0.769 -0.853
```

Values from the calculation:
* lowest unoccupied orbital energy: -3.89 eV
* ΔE to the lowest compared entry with this formula, charge and spin: 46.8 kcal per mole
* total charge: +1
* M: 966.90 g mol⁻¹
* highest occupied orbital energy: -0.397 Ha
* total energy: -93570.303 eV
* HOMO-LUMO gap: 6.91 eV

***

[2]
# C24H39FO11P2

A 3-piece molecular cluster, C24H39FO11P2 overall (wB97M-V/def2-TZVPD, the Open Molecules 2025 dataset).

```
77
Properties=species:S:1:pos:R:3:lowdin_charge:R:1
C -0.657 -8.329 -1.361 -0.027
C -0.141 -7.542 -2.694 -0.247
F 1.198 -7.934 -3.057 -0.055
C -0.221 -5.952 -2.562 0.043
C -1.430 -5.202 -2.363 -0.007
C -2.842 -5.907 -2.205 -0.124
C -3.647 -5.651 -0.881 -0.009
C -5.041 -6.292 -0.569 -0.059
C -5.632 -7.263 -1.632 -0.064
C -4.877 -7.563 -2.986 -0.048
C -3.497 -6.875 -3.243 -0.032
C -0.990 -3.671 -2.337 -0.278
O -1.552 -2.636 -1.926 0.101
O 0.314 -3.572 -2.975 0.067
C 0.935 -4.833 -2.614 -0.259
O 2.165 -4.951 -2.360 0.107
H -0.254 -7.722 -0.461 0.102
H -1.804 -8.323 -1.372 0.076
H -0.230 -9.389 -1.387 0.093
H -0.828 -7.837 -3.570 0.140
H -3.213 -4.952 -0.072 0.107
H -5.563 -6.010 0.421 0.099
H -6.651 -7.764 -1.434 0.092
H -5.311 -8.285 -3.754 0.089
H -2.942 -7.080 -4.219 0.096
C -0.663 0.711 -0.503 -0.075
C -1.038 1.816 0.468 -0.292
O -1.634 2.918 -0.202 -0.221
P -3.290 3.034 -0.356 0.719
O -3.625 2.719 1.106 -0.254
O -3.425 4.682 -0.228 -0.227
C -4.180 5.265 0.827 -0.300
C -3.292 5.553 2.028 -0.077
O -3.031 3.340 -2.019 -0.202
C -2.588 2.330 -2.902 -0.299
C -3.517 1.134 -2.946 -0.080
H -1.552 0.296 -0.983 0.057
H -0.146 -0.104 0.010 0.077
H -0.006 1.090 -1.290 0.079
H -1.681 1.415 1.255 0.105
H -0.131 2.185 0.952 0.090
H -5.029 4.634 1.094 0.101
H -4.593 6.210 0.454 0.116
H -2.672 4.696 2.304 0.069
H -3.898 5.832 2.895 0.077
H -2.607 6.374 1.806 0.074
H -1.566 2.043 -2.657 0.095
H -2.544 2.776 -3.900 0.126
H -3.708 0.736 -1.946 0.064
H -3.088 0.342 -3.563 0.085
H -4.483 1.419 -3.371 0.082
C 2.130 3.736 1.072 -0.090
C 3.276 4.643 1.481 -0.292
O 3.971 4.129 2.610 -0.221
P 5.321 3.169 2.423 0.718
O 6.027 4.058 1.393 -0.253
O 6.173 3.697 3.743 -0.227
C 7.445 4.314 3.583 -0.301
C 7.299 5.823 3.457 -0.077
O 4.595 2.078 3.523 -0.202
C 3.467 1.304 3.170 -0.300
C 3.711 0.417 1.967 -0.081
H 2.501 2.760 0.749 0.063
H 1.561 4.171 0.245 0.086
H 1.445 3.572 1.908 0.073
H 3.940 4.807 0.630 0.104
H 2.874 5.617 1.767 0.120
H 7.981 3.887 2.733 0.102
H 8.037 4.085 4.476 0.115
H 6.537 6.109 2.729 0.070
H 8.249 6.276 3.157 0.077
H 6.996 6.257 4.412 0.074
H 2.600 1.951 3.031 0.095
H 3.233 0.671 4.031 0.126
H 4.086 0.990 1.115 0.064
H 2.787 -0.086 1.672 0.080
H 4.460 -0.344 2.200 0.083
```

Values from the calculation:
* lowest unoccupied orbital energy: -1.49 eV
* ΔE to the lowest compared entry with this formula, charge and spin: 0.0 kcal per mole
* total charge: 0
* M: 584.51 g mol⁻¹
* highest occupied orbital energy: -0.353 Ha
* total energy: -69330.568 eV
* HOMO-LUMO gap: 8.11 eV

***

[3]
# C24H39N2O14

A 6-piece molecular cluster, C24H39N2O14 overall (wB97M-V/def2-TZVPD, the Open Molecules 2025 dataset).

```
79
Properties=species:S:1:pos:R:3:lowdin_charge:R:1
O 0.107 0.477 -0.733 0.237
H -0.224 1.312 -0.393 0.024
H 0.980 0.562 -1.123 0.069
H -0.485 0.104 -1.390 0.076
C 3.857 4.516 -1.208 -0.053
C 3.418 3.438 -1.867 -0.424
C 3.070 2.170 -1.191 -0.373
O 2.592 1.083 -1.750 -0.157
C 3.327 1.965 0.098 -0.062
C 3.916 3.015 0.969 -0.281
C 4.025 4.475 0.210 -0.395
O 4.148 5.514 0.786 -0.002
O 4.070 2.902 2.217 -0.065
O 3.354 3.634 -3.145 -0.120
H 4.053 5.458 -1.698 0.105
H 3.123 1.057 0.646 0.091
C -0.316 6.419 -0.139 -0.067
C -0.343 6.668 -1.449 -0.376
C -0.446 5.567 -2.532 -0.386
O -0.292 5.724 -3.807 -0.101
C -0.491 4.278 -2.131 -0.018
C -0.523 3.879 -0.677 -0.279
C -0.288 5.077 0.339 -0.357
O -0.119 4.847 1.551 -0.042
O -0.709 2.728 -0.296 -0.053
O -0.204 7.947 -1.735 -0.161
H -0.130 7.180 0.604 0.100
H -0.584 3.481 -2.854 0.079
O 0.932 1.731 2.230 -0.072
H 1.847 1.865 1.984 -0.019
H 0.445 2.355 1.691 -0.005
C -1.781 0.409 -3.656 -0.041
O -1.431 -0.676 -2.703 -0.224
C -0.983 -1.881 -3.389 -0.164
C -0.127 -2.789 -2.402 -0.209
N 1.124 -2.186 -2.109 -0.079
C 1.802 -2.572 -0.885 -0.161
C 2.191 -4.074 -1.018 -0.276
O 3.473 -4.187 -0.498 -0.184
C 3.971 -5.604 -0.491 -0.064
H -2.786 0.401 -4.079 0.073
H -1.232 0.436 -4.597 0.089
H -1.668 1.247 -2.968 0.087
H -0.480 -1.737 -4.345 0.113
H -1.820 -2.553 -3.581 0.099
H 0.151 -3.757 -2.817 0.094
H -0.715 -3.021 -1.515 0.127
H 1.807 -2.166 -2.853 0.131
H 1.393 -2.326 0.095 0.122
H 2.761 -2.055 -0.854 0.125
H 2.197 -4.408 -2.055 0.106
H 1.422 -4.659 -0.513 0.110
H 5.026 -5.617 -0.218 0.072
H 3.875 -5.954 -1.519 0.072
H 3.509 -6.272 0.236 0.071
C -3.969 0.293 -0.713 -0.111
O -2.955 -0.166 0.126 -0.165
C -3.308 0.004 1.462 -0.238
C -2.197 -0.606 2.294 -0.186
N -2.340 -2.042 2.536 -0.064
C -1.235 -2.548 3.331 -0.218
C -1.529 -3.796 4.139 -0.200
O -2.841 -3.595 4.715 -0.212
C -3.183 -4.634 5.638 -0.117
H -4.867 -0.326 -0.699 0.085
H -3.559 0.421 -1.714 0.065
H -4.160 1.330 -0.436 0.097
H -4.287 -0.396 1.728 0.111
H -3.503 1.036 1.757 0.126
H -2.232 -0.145 3.280 0.116
H -1.188 -0.363 1.962 0.123
H -3.122 -2.075 3.175 0.083
H -0.869 -1.748 3.975 0.122
H -0.519 -2.889 2.582 0.117
H -0.850 -3.772 4.992 0.112
H -1.395 -4.747 3.625 0.117
H -3.935 -4.276 6.340 0.082
H -2.363 -4.826 6.330 0.071
H -3.381 -5.560 5.098 0.083
```

Values from the calculation:
* lowest unoccupied orbital energy: 4.49 eV
* total charge: -3
* M: 579.58 g mol⁻¹
* highest occupied orbital energy: 0.081 Ha
* total energy: -57154.242 eV
* HOMO-LUMO gap: 2.29 eV